14
Properties=species:S:1:pos:R:3:lowdin_spin:R:1 method="wB97M-V/def2-TZVPD" charge=+1 orbital_gap_ev="6.6 / 5.7" e_lumo_ev="-3.7802 / -8.0478" multiplicity=3
C 0.32 -0.35 -0.06 0.18
C -0.42 -1.50 -0.01 0.16
C -0.24 0.94 0.02 0.37
C -1.69 0.97 0.13 0.23
C -2.43 -0.17 0.16 0.16
N -1.76 -1.33 0.03 0.34
N 0.60 2.01 -0.11 0.47
F -2.29 2.21 0.11 0.05
Br -4.26 -0.14 -0.04 0.02
H 1.43 -0.32 0.11 0.00
H 0.25 -2.34 0.15 0.01
H -2.33 -2.15 0.20 0.01
H 1.51 1.83 -0.45 0.01
H 0.21 2.95 -0.39 0.01


15
Properties=species:S:1:pos:R:3:mulliken_charge:R:1 method="wB97M-V/def2-TZVPD" charge=-1 orbital_gap_ev=7.3 smiles="O=C([O-])[C@@H]1C(=O)NC[C@H]1Br" e_lumo_ev=3.0598
O -1.48 1.87 2.20 -0.70
C -0.81 0.80 2.00 0.29
O -0.41 -0.08 3.00 -0.74
C -0.35 0.47 0.50 0.14
C -1.34 -0.36 -0.47 0.32
O -2.50 -0.78 -0.26 -0.57
N -0.46 -0.54 -1.66 -0.28
C 1.00 -0.33 -1.35 -0.44
C 0.96 -0.46 0.28 -0.32
Br 2.61 -0.01 1.28 -0.17
H -0.03 1.48 0.06 0.26
H -0.80 -0.13 -2.54 0.27
H 1.32 0.76 -1.56 0.29
H 1.66 -1.10 -1.88 0.29
H 0.64 -1.57 0.39 0.35


13
Properties=species:S:1:pos:R:3:mulliken_charge:R:1 method="wB97M-V/def2-TZVPD" orbital_gap_ev=9.8 smiles="O=C=CC=O.C=CBr" e_lumo_ev=0.5442 de_lowest_ev=2.262
O 0.31 -2.04 2.69 -0.35
C 0.28 -2.28 1.56 0.84
C 0.04 -2.64 0.37 -0.84
C -0.87 -1.85 -0.57 0.18
O -1.14 -0.70 -0.35 -0.45
H 0.63 -3.30 -0.11 0.39
H -1.07 -2.54 -1.46 0.26
C 0.33 2.28 0.18 -0.50
C 0.87 1.17 0.65 -0.34
Br 2.18 0.31 -0.31 -0.13
H -0.34 2.90 0.78 0.25
H 0.41 2.66 -0.91 0.19
H 0.82 0.88 1.59 0.50


17
Properties=species:S:1:pos:R:3:mulliken_charge:R:1 method="wB97M-V/def2-TZVPD" orbital_gap_ev=7.8 e_lumo_ev=-0.3295 de_lowest_ev=4.477
N 1.94 -0.57 -0.74 -0.29
C 1.06 0.05 0.02 -0.09
N -0.18 -0.38 -0.06 -0.36
C -1.28 -0.05 0.68 -0.10
C -2.52 -0.39 0.27 -0.80
C -2.70 -1.01 -1.02 0.39
Cl -3.94 -0.17 -1.90 -0.16
C -1.76 -1.80 -1.61 0.18
Cl -1.90 -2.14 -3.28 -0.17
N -0.86 -2.74 -0.83 1.02
O -1.42 -3.26 0.10 -0.53
O 0.28 -2.82 -1.17 -0.67
H 1.58 -1.48 -1.07 0.32
H 2.92 -0.36 -0.74 0.20
H 1.27 0.87 0.64 0.41
H -1.09 0.50 1.68 0.29
H -3.45 -0.29 0.81 0.37


15
Properties=species:S:1:pos:R:3:mulliken_charge:R:1 method="wB97M-V/def2-TZVPD" charge=-1 orbital_gap_ev=7.3 e_lumo_ev=3.4482 de_lowest_ev=0.713
C -0.67 -1.11 -2.26 -0.90
C 0.32 -1.14 -1.30 -0.39
C 0.55 -0.46 -0.04 0.54
Cl 2.19 -1.02 0.57 -0.27
C -0.04 0.69 0.44 0.38
N -1.08 1.22 -0.30 -0.43
O 0.13 1.24 1.64 -0.37
C 0.71 0.64 2.85 0.32
O 1.86 0.92 2.93 -0.51
S -0.50 -0.01 3.80 -0.50
H -0.38 -1.94 -2.94 0.20
H -1.51 -0.38 -2.41 0.26
H 1.01 -1.86 -1.60 0.27
H -0.85 1.23 -1.28 0.19
H -1.75 1.98 -0.12 0.22